# 1
ORCA calculation (ωB97M-V/def2-TZVPD) on C7H7LiO8 as an isolated structure in a non-equilibrium geometry.

```
23
Properties=species:S:1:pos:R:3:forces:R:3:mulliken_charge:R:1
O 0.018367 1.085114 2.005293 0.19 -0.18 -1.35 -0.159
O 0.030350 -0.659491 3.187339 0.02 -1.08 -0.66 -0.273
O -2.143248 -1.618605 1.122167 -3.82 0.67 -6.02 -0.681
C 1.314858 0.925830 2.433157 0.26 -0.10 0.54 -0.108
C 1.325451 -0.187868 3.167064 0.27 1.23 1.08 -0.264
C -0.711140 0.040924 2.353573 -0.71 1.82 1.90 -0.017
H 2.039647 1.698523 2.207741 -0.21 -0.29 -0.15 0.386
H 1.959859 -0.488061 3.993005 0.14 -0.40 -0.70 0.369
O 2.872070 1.619314 -3.711632 -0.42 -0.67 0.66 -0.725
C 2.368767 1.448964 -2.589040 1.54 2.03 -1.09 0.588
O 2.665497 1.971738 -1.501381 -0.33 -0.49 0.67 -0.684
O 1.238653 0.630866 -2.611233 -1.58 -1.26 0.16 -0.335
O -1.556639 -0.286773 -0.580676 -1.41 0.00 1.15 -0.144
C -2.311128 -1.285865 -0.208866 5.52 -1.68 4.33 0.643
O -2.607406 -2.095038 -1.195310 -1.24 0.04 0.70 -0.355
C -0.674702 -0.389183 -1.714556 0.27 0.28 -1.67 -0.326
C 0.481604 0.549644 -1.429790 0.56 0.42 -0.08 -0.301
H -3.054187 -2.880468 -0.851750 0.00 -0.22 0.06 0.360
H -1.263183 -0.124051 -2.600286 0.40 0.15 0.06 0.281
H -0.283372 -1.402384 -1.869244 -0.39 0.03 0.40 0.317
H 1.084879 0.134054 -0.607453 -0.13 0.13 -0.03 0.143
H 0.124089 1.541502 -1.115499 0.01 -0.19 -0.03 0.311
Li -2.919085 -0.228684 2.117377 1.07 -0.22 0.05 0.975
```
Forces are in eV/Å.

For the LUMO energy, the calculation gives -1.68 eV. As for the total energy: -880.27132 a.u. For the frontier orbital gap, the calculation gives 4.94 eV. Its net charge is 0.

---

# 2
ORCA calculation (ωB97M-V/def2-TZVPD) on one molecule with the formula C3H8N2O2.

```
15
Properties=species:S:1:pos:R:3:forces:R:3:mulliken_charge:R:1
N 2.312435 1.089014 -0.517331 0.06 0.06 0.05 -0.464
C 0.957916 0.859914 -0.441128 -0.10 0.05 0.00 0.604
O 0.149625 1.785537 -0.399681 0.24 -0.27 0.03 -0.698
N 0.569319 -0.447195 -0.443202 0.10 0.09 0.00 -0.160
C -0.842420 -0.801893 -0.509002 -0.12 0.04 -0.01 -0.733
C -1.530272 -0.775814 0.852048 -0.03 -0.41 -0.13 -0.324
O -1.554637 0.490246 1.458710 0.07 0.13 0.01 -0.535
H 2.568044 2.036868 -0.285078 -0.01 -0.11 -0.04 0.259
H 2.958271 0.378542 -0.209668 -0.11 0.06 -0.04 0.213
H 1.259041 -1.172717 -0.544193 -0.06 0.11 0.00 0.214
H -0.915787 -1.807889 -0.935588 -0.01 0.14 0.09 0.399
H -1.340609 -0.106631 -1.193525 0.05 -0.08 0.10 0.314
H -1.023569 -1.498219 1.512494 -0.06 0.11 -0.05 0.227
H -2.563542 -1.128731 0.716592 0.14 0.05 0.02 0.280
H -1.003819 1.098966 0.938559 -0.15 0.04 -0.02 0.404
```
Forces are in eV/Å.

For the LUMO energy, the calculation gives 0.65 eV. As for the total energy: -379.13210 a.u. For the frontier orbital gap, the calculation gives 10.42 eV. The SMILES is NC(=O)NCCO. Its net charge is 0.

---

# 3
ORCA calculation (ωB97M-V/def2-TZVPD) on one molecule with the formula C3H9N3 in a non-equilibrium geometry.

```
15
Properties=species:S:1:pos:R:3:forces:R:3:mulliken_charge:R:1
C 2.136794 0.006297 -0.026247 2.40 1.61 1.73 -0.823
C -0.209986 -0.688940 0.321283 1.76 -1.58 1.68 -0.337
C -1.563330 -0.101501 0.036999 -2.23 0.13 -0.78 0.428
H 2.258814 -0.099220 1.116141 -0.34 -0.42 -1.68 0.275
H 2.926899 -0.584791 -0.563553 -0.59 0.33 0.64 0.240
H 2.354778 1.098056 -0.134259 0.63 -0.62 -0.17 0.291
H 0.614459 0.281319 -1.396131 0.30 -1.05 1.76 0.276
H -0.085510 -1.796191 0.245233 -1.33 0.44 0.41 0.266
H 0.195985 -0.381888 1.330100 -1.36 -0.63 -0.20 0.288
H -0.491057 1.517150 0.124903 -1.14 0.34 0.05 0.231
H -2.052031 2.019670 -0.303726 -0.35 -1.24 0.06 0.251
H -2.736087 -1.722665 -0.137823 0.69 2.28 -0.48 0.226
N 0.839332 -0.172489 -0.468359 -1.61 1.47 -4.02 -0.347
N -1.499813 1.274904 0.121403 2.57 0.93 0.13 -0.483
N -2.689250 -0.649714 -0.265957 0.61 -1.98 0.87 -0.781
```
Forces are in eV/Å.

For the LUMO energy, the calculation gives 0.94 eV. As for the total energy: -283.91610 a.u. For the frontier orbital gap, the calculation gives 9.37 eV. The SMILES is [H]/N=C(/N)CNC. Its net charge is 0.

---

# 4
ORCA calculation (ωB97M-V/def2-TZVPD) on C5H6O2 as an isolated structure in a non-equilibrium geometry.

```
13
Properties=species:S:1:pos:R:3:forces:R:3:mulliken_charge:R:1
O 0.970404 1.472583 1.385872 -0.22 -0.43 -0.34 -0.512
C 0.661106 0.694846 0.526277 0.37 0.29 0.24 0.200
C 1.671168 -0.063384 -0.340927 0.00 0.03 -0.05 -0.223
O 0.843580 -0.780607 -1.312943 0.08 0.08 -0.04 -0.188
C -0.395499 -0.595001 -1.036998 -0.19 -0.65 0.33 -0.394
C -1.601931 -0.242645 1.057283 -0.30 -0.25 0.10 -1.076
C -0.710486 0.259036 0.064512 0.38 0.48 -0.97 0.561
H 2.221270 -0.812002 0.233558 -0.06 0.11 -0.07 0.275
H 2.352428 0.577369 -0.899932 -0.10 -0.01 0.10 0.285
H -1.109357 -1.115106 -1.671086 0.08 0.07 0.09 0.342
H -1.411264 0.020345 2.089564 -0.12 0.16 -0.18 0.250
H -2.566200 -0.651343 0.776325 0.15 0.08 0.05 0.264
H -0.925221 1.235910 -0.871500 -0.07 0.06 0.75 0.216
```
Forces are in eV/Å.

For the LUMO energy (alpha / beta), the calculation gives -0.52 / -0.61 eV. As for the total energy: -344.39575 a.u. For the frontier orbital gap (alpha / beta), the calculation gives 5.98 / 5.49 eV. Its net charge is 0.